No. 1
ORCA calculation (ωB97M-V/def2-TZVPD) on 2 unconnected molecules or ions with the total composition CH3I3P in a non-equilibrium geometry.

```
8
Properties=species:S:1:pos:R:3
C 0.456 -1.626 0.177
P -0.229 1.123 -0.080
I -2.466 1.063 -0.990
I -0.456 2.554 1.920
I 1.396 2.097 -1.532
H 0.210 -1.630 1.189
H 1.513 -1.835 -0.117
H -0.424 -1.746 -0.567
```

## Properties
HOMO energy (spin up / spin down): -13.453 / -13.457 eV
HOMO-LUMO gap (spin up / spin down): 0.2411 / 0.2397 Ha
electronic energy: -1274.0173 hartree
charge: +1

Let us look at the Mulliken charges, expressed in e, one per atom: atom 1 (C): -0.61, atom 2 (P): -0.14, atom 3 (I): 0.24, atom 4 (I): 0.22, atom 5 (I): 0.25, atom 6 (H): 0.37, atom 7 (H): 0.32, atom 8 (H): 0.35

No. 2
ORCA calculation (ωB97M-V/def2-TZVPD) on a molecular structure, CH3I3Si in a non-equilibrium geometry.

```
8
Properties=species:S:1:pos:R:3
C -2.454 -0.726 -0.381
Si 1.707 0.143 -0.337
I -3.103 1.270 -0.097
I -2.631 -1.914 1.269
I 0.930 1.252 1.632
H 1.183 0.997 -1.428
H 1.079 -1.226 -0.402
H 3.289 0.205 -0.255
```

## Properties
HOMO energy: -8.831 eV
HOMO-LUMO gap: 0.2659 Ha
electronic energy: -1222.3529 hartree
charge: 0

Let us look at the Mulliken charges, expressed in e, one per atom: atom 1 (C): -0.27, atom 2 (Si): 0.24, atom 3 (I): 0.10, atom 4 (I): 0.17, atom 5 (I): -0.04, atom 6 (H): -0.06, atom 7 (H): -0.06, atom 8 (H): -0.07

No. 3
ORCA calculation (ωB97M-V/def2-TZVPD) on a molecular structure, CH3I3Si in a non-equilibrium geometry.

```
8
Properties=species:S:1:pos:R:3
C -1.193 -1.555 1.111
Si -0.270 0.000 0.117
I -0.785 -1.541 3.271
I -3.298 -1.227 0.779
I -0.738 -3.535 0.368
H 1.194 -0.304 0.075
H -0.959 0.455 -1.086
H -0.356 1.390 0.704
```

## Properties
HOMO energy: -9.310 eV
HOMO-LUMO gap: 0.3020 Ha
electronic energy: -1222.4150 hartree
charge: 0

Let us look at the Mulliken charges, expressed in e, one per atom: atom 1 (C): -0.71, atom 2 (Si): 0.51, atom 3 (I): 0.16, atom 4 (I): 0.15, atom 5 (I): 0.17, atom 6 (H): -0.09, atom 7 (H): -0.10, atom 8 (H): -0.09